No. 1
{
  "formula": "C36H68Br6N8O2",
  "method": "ωB97M-V/def2-TZVPD",
  "e_tot_ev": -474703.45524,
  "total_charge": 0,
  "spin_multiplicity": 1,
  "homo_energy_ev": -8.92,
  "homo_lumo_gap_ev": 8.855,
  "smiles": "CN(C)C=O.CN(C)C=O.BrCCBr.BrCCBr.BrCCBr.CCCC#N.CCCC#N.CCCC#N.CCCC#N.CCCC#N.CCCC#N",
  "symbols": ["C", "O", "N", "C", "C", "H", "H", "H", "H", "H", "H", "H", "C", "O", "N", "C", "C", "H", "H", "H", "H", "H", "H", "H", "C", "C", "C", "C", "N", "H", "H", "H", "H", "H", "H", "H", "C", "C", "C", "C", "N", "H", "H", "H", "H", "H", "H", "H", "C", "C", "C", "C", "N", "H", "H", "H", "H", "H", "H", "H", "C", "C", "C", "C", "N", "H", "H", "H", "H", "H", "H", "H", "C", "C", "C", "C", "N", "H", "H", "H", "H", "H", "H", "H", "C", "C", "C", "C", "N", "H", "H", "H", "H", "H", "H", "H", "Br", "C", "C", "Br", "H", "H", "H", "H", "Br", "C", "C", "Br", "H", "H", "H", "H", "Br", "C", "C", "Br", "H", "H", "H", "H"],
  "xyz": [[-4.83451, 1.44144, 1.58186], [-3.88143, 2.00105, 2.11460], [-5.14127, 1.59156, 0.29810], [-6.12671, 0.70927, -0.43384], [-4.31502, 2.40625, -0.56342], [-5.53337, 0.86114, 2.20398], [-6.80410, 1.40137, -0.93409], [-6.77229, 0.08498, 0.18390], [-5.70906, 0.07268, -1.21385], [-3.32206, 2.62211, -0.16904], [-4.12755, 1.84548, -1.47912], [-4.74839, 3.36461, -0.84947], [-1.19440, -3.43467, 5.62562], [-1.98622, -4.30605, 5.92812], [-0.99729, -3.03065, 4.37657], [-0.00706, -1.94948, 4.02831], [-1.63627, -3.65469, 3.18707], [-0.51962, -2.93758, 6.33960], [0.58305, -1.69302, 4.90814], [-0.55067, -1.05246, 3.73178], [0.75573, -2.29422, 3.33017], [-0.87783, -4.27078, 2.70405], [-2.49964, -4.28822, 3.39037], [-1.88097, -2.95158, 2.39092], [0.25376, -4.91183, 0.18028], [-0.69962, -6.10497, 0.10061], [0.04504, -7.46587, -0.26089], [1.29620, -7.74440, 0.51594], [2.27830, -7.93060, 1.06449], [-0.14553, -3.99474, -0.25286], [1.08074, -5.15786, -0.48581], [0.66459, -4.67060, 1.16065], [-1.62569, -5.81364, -0.39499], [-0.98980, -6.15451, 1.15011], [0.41253, -7.64841, -1.27071], [-0.60371, -8.31715, -0.05461], [4.26676, 4.53012, -2.24787], [2.94813, 3.73577, -2.43624], [1.92088, 3.72666, -1.26174], [2.57162, 3.67912, 0.06264], [3.10976, 3.50551, 1.04557], [4.02626, 5.59276, -2.21524], [4.89678, 4.31154, -3.11007], [4.85633, 4.18834, -1.39717], [3.18348, 2.69172, -2.64279], [2.45763, 4.09055, -3.34269], [1.36687, 2.79904, -1.40559], [1.28571, 4.61166, -1.29974], [1.42879, 1.33266, 3.54107], [2.53375, 2.00150, 4.38432], [2.72722, 1.43797, 5.79317], [3.01811, -0.00894, 5.75609], [3.22354, -1.14202, 5.70060], [1.46960, 1.74707, 2.53375], [0.46944, 1.33553, 4.05850], [1.69599, 0.29115, 3.36223], [2.17915, 3.02732, 4.48461], [3.45143, 1.98145, 3.79647], [1.85275, 1.57203, 6.42991], [3.45577, 1.97346, 6.40192], [-2.53343, -4.63178, -2.92228], [-2.80594, -4.00950, -4.26432], [-4.08643, -3.16536, -4.38800], [-4.26271, -2.09161, -3.37467], [-4.44762, -1.32780, -2.54893], [-2.47998, -3.82715, -2.18892], [-1.56701, -5.10803, -2.75701], [-3.32507, -5.32250, -2.63194], [-2.84118, -4.83063, -4.98029], [-1.92962, -3.42256, -4.53935], [-4.98034, -3.78295, -4.30073], [-4.03472, -2.69322, -5.36907], [1.57970, 6.41973, 3.08943], [0.27492, 6.25180, 2.24062], [-0.73160, 5.26116, 2.89142], [-0.93634, 5.44659, 4.35250], [-1.07607, 5.59653, 5.49725], [1.40628, 6.63935, 4.14290], [2.30907, 7.14178, 2.72232], [2.30444, 5.60930, 3.01166], [0.55708, 5.80884, 1.28549], [-0.21337, 7.21267, 2.07813], [-0.30139, 4.27180, 2.73591], [-1.66907, 5.25657, 2.33533], [3.63265, 0.02931, -5.19820], [2.42447, -0.93897, -4.91954], [2.11432, -0.96730, -3.41758], [1.31073, -2.12498, -2.96836], [0.76056, -3.05135, -2.55890], [4.56479, -0.28862, -4.73116], [3.42414, 1.04562, -4.86394], [3.69575, 0.06633, -6.28574], [2.66714, -1.97271, -5.16569], [1.49525, -0.69619, -5.43501], [1.63446, -0.04070, -3.10255], [3.07599, -1.02316, -2.90751], [-1.85980, -1.75666, -0.35183], [-1.85077, 0.15184, 0.15332], [-0.47429, 0.76486, -0.00614], [-0.68978, 2.63582, 0.62922], [-2.00575, 0.25087, 1.22769], [-2.53270, 0.65948, -0.52888], [-0.08231, 0.86736, -1.01804], [0.20646, 0.28181, 0.69481], [2.76320, -1.13463, 0.10335], [4.29876, -0.57625, 1.21070], [5.51017, -0.45044, 0.36487], [5.24646, 0.94055, -0.99790], [4.50578, -1.34246, 1.95780], [4.05345, 0.37570, 1.68158], [5.79881, -1.36502, -0.15313], [6.39045, -0.15619, 0.93639], [-0.14435, 2.03790, -3.62576], [-1.99466, 2.34652, -4.15566], [-2.90792, 1.09439, -4.32165], [-2.61723, 0.32141, -6.16882], [-1.96301, 2.96725, -5.05110], [-2.27630, 3.05838, -3.37975], [-3.95710, 1.37839, -4.23999], [-2.66358, 0.27265, -3.64849]]
}

---

No. 2
{
  "formula": "C36H68ClF2N2O19",
  "method": "ωB97M-V/def2-TZVPD",
  "e_tot_ev": -98268.41046,
  "total_charge": 1,
  "spin_multiplicity": 1,
  "homo_energy_ev": -12.12,
  "homo_lumo_gap_ev": 10.210,
  "symbols": ["C", "C", "C", "C", "C", "C", "C", "N", "C", "C", "F", "C", "F", "C", "C", "C", "O", "O", "C", "C", "O", "N", "C", "C", "C", "C", "O", "C", "C", "Cl", "H", "H", "H", "H", "H", "H", "H", "H", "H", "H", "H", "H", "H", "H", "H", "H", "H", "H", "H", "H", "H", "H", "H", "H", "H", "H", "H", "H", "H", "H", "H", "H", "H", "H", "H", "H", "H", "H", "C", "O", "C", "O", "O", "C", "H", "H", "H", "H", "H", "H", "C", "O", "C", "O", "O", "C", "H", "H", "H", "H", "H", "H", "C", "O", "C", "O", "O", "C", "H", "H", "H", "H", "H", "H", "C", "O", "C", "O", "O", "C", "H", "H", "H", "H", "H", "H", "C", "O", "C", "O", "O", "C", "H", "H", "H", "H", "H", "H"],
  "xyz": [[3.87699, -5.73730, -0.61990], [3.26052, -4.34651, -0.63381], [3.56326, -3.55661, 0.64943], [3.63166, -2.02482, 0.47736], [2.42920, -1.27456, 1.06079], [1.07306, -1.91315, 0.69615], [-0.07844, -0.91407, 0.50410], [-0.49800, -0.61132, -0.94643], [0.78957, -0.39338, -1.73289], [1.37675, -1.54660, -2.50805], [0.51350, 0.59761, -2.65525], [-1.24256, 0.75589, -0.91268], [-1.81359, 0.84344, 0.33692], [-2.36653, 0.96410, -1.91134], [-2.00045, 1.36918, -3.36042], [-1.81924, 0.30630, -4.41082], [-0.84683, 0.20951, -5.12443], [-2.89449, -0.50224, -4.58744], [-2.70718, -1.51274, -5.57154], [-2.07005, -2.75035, -5.05778], [-3.13598, -1.34054, -6.66465], [-3.35653, -0.10175, -1.79910], [-2.92068, -1.39228, -1.28039], [-3.40097, -1.64712, 0.15594], [-4.80552, -2.26497, 0.19487], [-4.83114, -3.77860, 0.40150], [-3.91942, -4.16103, 1.40872], [-3.09679, -5.27345, 1.12821], [-1.42965, -1.63015, -1.56529], [-1.02106, -3.29746, -1.15984], [4.96103, -5.69844, -0.71373], [3.60952, -6.26335, 0.29720], [3.49996, -6.33235, -1.45305], [3.61061, -3.77371, -1.49519], [2.17540, -4.46219, -0.74228], [4.52588, -3.90097, 1.03105], [2.83793, -3.80996, 1.42481], [4.51417, -1.66660, 1.01008], [3.77620, -1.76066, -0.57243], [2.46094, -0.22372, 0.77245], [2.53029, -1.27817, 2.14717], [0.77102, -2.54947, 1.52881], [1.20688, -2.59445, -0.13080], [-0.97072, -1.24283, 1.02200], [0.24546, 0.04096, 0.91213], [1.50159, 0.03916, -1.02982], [0.89137, -1.58840, -3.48517], [1.31870, -2.51774, -2.03820], [2.42300, -1.30556, -2.68981], [-0.48883, 1.54019, -0.95946], [-2.83106, 1.86569, -1.49718], [-2.81759, 2.00919, -3.70818], [-1.10712, 1.98482, -3.37303], [-2.11289, -3.50605, -5.83749], [-1.02536, -2.57559, -4.79990], [-2.57861, -3.12489, -4.16818], [-3.85045, -0.21025, -2.66864], [-3.39396, -2.15700, -1.90329], [-3.45049, -0.69538, 0.67796], [-2.72471, -2.29134, 0.71470], [-5.33204, -2.03675, -0.73609], [-5.38229, -1.79261, 0.98826], [-4.64346, -4.31892, -0.53320], [-5.84216, -4.05774, 0.71360], [-2.90597, -5.37560, 0.05679], [-2.14403, -5.12809, 1.63662], [-3.55566, -6.20043, 1.47938], [-1.28880, -1.54428, -2.64014], [3.66302, 1.66247, 3.45428], [2.74321, 1.97146, 2.39469], [1.59069, 2.48509, 2.80338], [1.27538, 2.71064, 3.93774], [0.83184, 2.72863, 1.72653], [-0.42927, 3.33948, 2.03378], [4.54464, 1.25664, 2.96955], [3.92491, 2.56092, 4.00785], [3.23322, 0.92660, 4.12976], [-0.28214, 4.29934, 2.52307], [-1.02551, 2.69149, 2.67356], [-0.92732, 3.49339, 1.08016], [1.75656, 3.29115, -2.75812], [2.38539, 4.40733, -2.12643], [1.69118, 4.89992, -1.09369], [0.59530, 4.51940, -0.75230], [2.42201, 5.82956, -0.49922], [1.80670, 6.47349, 0.62847], [2.40786, 2.97134, -3.56595], [1.64459, 2.48633, -2.03908], [0.78329, 3.57141, -3.15838], [1.50676, 5.73221, 1.36684], [0.94449, 7.05804, 0.31616], [2.56125, 7.12591, 1.05538], [2.49032, 5.58290, 4.63757], [3.01162, 6.83657, 4.20699], [2.65390, 7.88493, 4.94980], [1.98631, 7.84050, 5.94660], [3.15990, 8.98040, 4.39123], [2.85952, 10.19182, 5.09513], [2.86474, 4.86021, 3.92050], [2.83351, 5.32140, 5.63606], [1.40267, 5.58991, 4.61642], [3.26717, 10.15874, 6.10280], [1.78454, 10.35208, 5.13880], [3.33265, 10.98697, 4.52824], [5.94830, -7.36373, 4.91558], [4.79551, -8.15041, 5.22961], [3.72100, -7.87542, 4.50103], [3.64987, -7.04346, 3.63256], [2.73531, -8.67700, 4.89310], [1.50549, -8.49853, 4.18956], [6.72900, -7.70480, 5.58736], [6.25007, -7.52297, 3.88254], [5.74768, -6.30763, 5.08337], [1.63816, -8.70054, 3.12839], [1.12792, -7.48717, 4.32877], [0.81318, -9.21506, 4.61960], [-7.45279, 5.64869, -3.93006], [-7.25781, 4.72148, -5.00488], [-6.23057, 3.90189, -4.85061], [-5.47588, 3.87303, -3.91008], [-6.16186, 3.10028, -5.91401], [-5.07854, 2.17934, -5.84833], [-8.31996, 6.23913, -4.20578], [-7.64247, 5.11910, -2.99916], [-6.58309, 6.29230, -3.81926], [-5.18458, 1.52707, -4.98182], [-4.12829, 2.71067, -5.80031], [-5.11371, 1.58352, -6.75500]]
}

---

no.,lowest unoccupied orbital energy (eV)
1,-0.0669
2,-1.9060